No. 1
Density functional theory data (ωB97M-V/def2-TZVPD) for 2 unconnected molecules or ions with the total composition C5H7NO2 in a non-equilibrium geometry.

The value obtained for the total energy is -10881.7110 eV. The total charge is 0. Its HOMO-LUMO gap is 0.335 Eh. The energy relative to the best compared isomer or geometry (same formula, charge and spin) comes out at 1.906 eV. Its highest occupied orbital energy is -0.312 hartree. The calculation puts the LUMO energy at 0.611 eV. Its structure (SMILES) is CCC=C=O.N=C=O. The multiplicity is 1. The value obtained for the largest force on an atom is 6.0 eV/Å.

Positions of all 15 atoms, in Å:
1 C 2.73 1.57 0.02
2 C 1.73 -1.87 0.15
3 C 0.91 -0.85 -0.01
4 C -1.30 0.19 0.08
5 C -0.27 -0.60 0.81
6 N 3.01 1.19 -1.05
7 O 2.34 1.88 1.09
8 O 2.56 -2.69 0.23
9 H 0.95 -0.35 -0.88
10 H -2.23 0.03 0.57
11 H -1.33 -0.23 -0.92
12 H -1.05 1.35 -0.04
13 H -0.66 -1.64 1.02
14 H -0.01 -0.21 1.84
15 H 3.94 1.27 -1.62

---

No. 2
Density functional theory data (ωB97M-V/def2-TZVPD) for C5H7NO2 in the gas phase in a non-equilibrium geometry.

Its expectation value of S² is 2.1475. The value obtained for the total energy is -10873.4770 eV. The total charge is 0. Its HOMO-LUMO gap (spin up / spin down) is 0.282 / 0.262 Eh. The energy relative to the best compared isomer or geometry (same formula, charge and spin) comes out at 6.149 eV. Its highest occupied orbital energy (spin up / spin down) is -0.268 / -0.314 hartree. The calculation puts the LUMO energy (spin up / spin down) at 0.377 / -1.428 eV. The multiplicity is 3. The value obtained for the largest force on an atom is 4.3 eV/Å.

Positions of all 15 atoms, in Å:
1 C 0.82 -0.27 -1.53
2 C -0.95 -0.72 -0.04
3 C 1.01 0.94 0.41
4 C -2.41 -0.65 0.24
5 C 1.93 1.14 1.55
6 N -0.44 -0.76 -1.29
7 O -0.96 -1.44 -2.21
8 O 1.51 0.41 -0.63
9 H 1.24 -0.51 -2.53
10 H -2.54 -0.89 1.26
11 H -2.65 0.45 0.04
12 H -2.91 -1.15 -0.71
13 H 2.86 0.40 1.45
14 H 2.11 2.23 1.64
15 H 1.39 0.81 2.35